Entry from OMol25: C10H25N2O2 as an isolated structure at a distorted geometry (ωB97M-V/def2-TZVPD).

Energy relative to the best compared isomer or geometry (same formula, charge and spin) (eV): 10.466
Largest force on an atom (eV/Å): 10.99
Total charge: +1
Kohn-Sham gap (hartree): 0.37619

Last column: natural (NBO) charge in e.
Geometry (Å):
C -4.706 -0.779 -0.773  -0.62
H -4.286 -1.791 -1.133  0.19
H -5.379 -0.389 -1.577  0.22
C -3.549 0.185 -0.955  -0.42
H -3.117 0.003 -2.069  0.25
H -4.067 1.134 -0.735  0.22
C -2.615 -0.133 0.303  -0.08
N -1.585 1.116 -0.014  -0.70
H -2.009 1.922 -0.462  0.39
C -0.915 1.428 1.364  -0.28
H -1.365 2.640 1.766  0.22
C 0.468 1.631 1.092  -0.21
N 0.996 0.190 0.266  -0.62
H 0.693 0.654 -0.553  0.47
C 2.409 0.034 0.172  -0.05
C 2.510 -1.420 -0.079  -0.41
C 4.011 -2.103 0.116  -0.57
H 4.003 -3.017 -0.213  0.22
H 4.297 -1.832 1.065  0.21
H 4.712 -1.313 -0.326  0.20
H 1.806 -2.030 0.210  0.22
H 2.252 -1.320 -1.119  0.21
H 2.856 0.260 1.351  0.19
C 2.990 1.116 -0.489  -0.15
H 3.170 2.212 -0.414  0.27
O 2.262 1.196 -1.778  -0.78
H 2.627 1.450 -2.491  0.47
H 4.079 0.875 -0.997  0.23
H 0.325 -0.493 0.803  0.48
H 1.106 1.458 2.235  0.22
H 0.872 2.563 0.629  0.25
H -1.221 0.699 2.007  0.21
C -1.744 -1.286 -0.101  -0.10
H -2.507 -2.279 -0.215  0.20
H -1.258 -1.321 -1.058  0.22
O -0.759 -1.417 0.913  -0.72
H -1.225 -1.879 1.513  0.50
H -3.018 -0.052 1.388  0.23
H -5.201 -0.761 0.159  0.21